# C5H7NO

C5H7NO in the gas phase (the ωB97M-V functional and the def2-TZVPD basis, the Open Molecules 2025 dataset).

Structure (XYZ):
```
14
Properties=species:S:1:pos:R:3:forces:R:3
C -1.8337 0.1394 0.0415 -0.108 -0.064 0.079
C -0.4166 -0.3434 0.1152 -0.317 0.225 -0.222
N 0.2933 -1.2406 1.0290 -0.005 -0.115 -0.116
C 0.7325 0.1383 0.9464 0.054 0.350 0.151
C 1.5391 0.5104 -0.3054 0.304 -0.060 -0.070
C 0.4373 -0.1882 -1.1146 -0.009 -0.024 -0.458
O 0.2381 -0.4291 -2.2747 0.254 0.193 0.463
H -1.8029 0.9461 -0.7040 -0.209 -0.102 0.182
H -2.1883 0.5724 0.9784 0.007 -0.241 0.004
H -2.5417 -0.6031 -0.3313 0.097 -0.041 0.150
H 0.9170 -1.9012 0.5628 -0.237 0.124 -0.001
H 0.6752 0.7139 1.8645 -0.012 0.022 -0.227
H 2.5894 0.2516 -0.4428 -0.015 -0.086 0.150
H 1.3962 1.5870 -0.4819 0.196 -0.182 -0.086
```
Forces are in eV/Å.

Energy relative to the best compared isomer or geometry (same formula, charge and spin): 52.8 kcal per mole
DFT total energy: -8833.9131 eV
Highest occupied orbital energy: -9.354 eV
SMILES: C[C@]12N[C@H]1CC2=O
HOMO-LUMO gap: 0.378 hartree